2 unconnected molecules or ions with the total composition C4H9NOS. Source: OMol25; level of theory: ωB97M-V/def2-TZVPD.

Computed properties:
HOMO level (spin up / spin down) = -7.03 / -8.08 eV
Kohn-Sham gap (spin up / spin down) = 6.5379 / 8.7429 eV
LUMO (spin up / spin down) = -0.49 / 0.66 eV
energy relative to the best compared isomer or geometry (same formula, charge and spin) = 136.30 kcal per mole

Each line ends with the Mulliken charge.
Atoms and positions in Å:
C: 0.6971 -0.6324 -1.0056  -0.758
C: 0.9749 -1.5099 0.2456  -0.455
C: 1.0002 0.0009 0.3232  0.625
C: 1.9529 1.0555 0.6966  -0.987
N: -3.2128 0.8140 -0.7140  -0.532
O: -1.3097 0.1789 1.2930  -0.438
S: -2.3014 -0.3427 0.2445  0.286
H: 1.3820 -0.5419 -1.7417  0.306
H: -0.2347 -0.5709 -1.4820  0.124
H: 0.1452 -1.8421 0.7913  0.181
H: 1.8701 -2.0328 0.2432  0.305
H: 2.9110 0.5048 0.3465  0.234
H: 1.9354 1.2365 1.8179  0.269
H: 1.7635 1.9352 0.0999  0.280
H: -3.9897 0.1811 -0.9953  0.284
H: -3.5841 1.5658 -0.1633  0.275

***

A molecular structure, C16H30PRu. Source: OMol25; level of theory: ωB97M-V/def2-TZVPD.

Computed properties:
HOMO level (spin up / spin down) = -18.96 / -20.82 eV
Kohn-Sham gap (spin up / spin down) = 6.7570 / 6.4912 eV
LUMO (spin up / spin down) = -12.20 / -14.33 eV
total charge = +3
spin multiplicity = 5

Each line ends with the Mulliken charge.
Atoms and positions in Å:
Ru: 0.1433 0.2200 -0.2212  0.294
C: 0.3552 1.1302 -2.3927  1.022
C: -1.0093 1.0082 -2.0991  0.880
C: -1.2820 -0.4178 -1.9109  0.289
C: -0.0762 -1.1770 -2.2157  1.192
C: 0.9569 -0.2455 -2.3829  0.122
C: 2.3878 -0.5196 -2.6620  -1.717
C: 0.0058 -2.6560 -2.3360  -1.628
C: -2.6297 -0.9927 -1.7113  -1.646
C: -2.0392 2.0869 -2.0775  -1.763
C: 1.0973 2.3575 -2.7432  -1.584
H: 2.5417 -0.4446 -3.7476  0.389
H: 2.6886 -1.5204 -2.3615  0.427
H: 3.0534 0.2173 -2.2122  0.378
H: -0.2601 -2.9166 -3.3678  0.371
H: -0.6993 -3.1715 -1.6863  0.418
H: 1.0107 -3.0335 -2.1566  0.433
H: -3.0694 -1.1035 -2.7140  0.382
H: -3.2886 -0.3363 -1.1472  0.396
H: -2.6064 -1.9830 -1.2625  0.413
H: -2.5514 2.0910 -3.0459  0.375
H: -1.6017 3.0721 -1.9329  0.424
H: -2.7987 1.9183 -1.3159  0.377
H: 1.0968 2.4336 -3.8413  0.396
H: 2.1422 2.3261 -2.4383  0.400
H: 0.6196 3.2598 -2.3661  0.412
C: -1.6950 1.4591 3.4991  -1.163
C: -1.1391 0.0329 3.4359  -0.357
P: -0.1414 -0.4268 2.0193  0.722
C: 1.4407 0.5703 1.8153  -0.902
C: 1.3462 2.0792 1.5236  -0.963
C: 0.3104 -2.1684 2.0857  -0.422
C: 1.1849 -2.5101 3.3152  -1.277
H: -2.2849 1.5539 4.4081  0.393
H: -2.3461 1.6718 2.6523  0.328
H: -0.9050 2.2045 3.5486  0.305
H: -1.9286 -0.7254 3.4680  0.449
H: -0.4552 -0.1971 4.2653  0.479
H: 2.1122 0.0380 1.1125  0.464
H: 1.9472 0.3776 2.7722  0.519
H: 0.7258 2.3544 0.6503  0.372
H: 2.3421 2.4722 1.3264  0.367
H: 0.9114 2.6218 2.3583  0.317
H: 0.8202 -2.4328 1.1548  0.306
H: -0.6331 -2.7227 2.0957  0.459
H: 2.1356 -1.9779 3.3029  0.360
H: 1.3994 -3.5773 3.2905  0.400
H: 0.6650 -2.3001 4.2486  0.391

***

A single C18H25F3N4O4 molecule. Source: OMol25; level of theory: ωB97M-V/def2-TZVPD.

Computed properties:
HOMO level = -9.50 eV
Kohn-Sham gap = 10.1096 eV
LUMO = 0.61 eV
energy relative to the best compared isomer or geometry (same formula, charge and spin) = 16.64 kcal per mole
SMILES = CCCc1ncoc1C(=O)NC1(CNC(=O)[C@@H](NC(=O)C(F)(F)F)C(C)C)CC1

Each line ends with the Mulliken charge.
Atoms and positions in Å:
C: -4.4010 -2.9164 0.0711  -1.301
C: -2.9717 -3.0990 -0.4192  -0.350
C: -1.9632 -2.4192 0.5112  -0.278
C: -0.5625 -2.6104 0.0475  0.649
N: 0.1926 -3.7136 0.4288  -0.618
C: 1.3152 -3.5695 -0.1841  -0.431
O: 1.4036 -2.4768 -0.9549  -0.443
C: 0.1848 -1.8621 -0.8008  0.907
C: -0.0722 -0.5820 -1.4743  -0.278
O: -1.1739 -0.0470 -1.3905  -0.712
N: 0.9793 -0.0603 -2.1466  0.026
C: 0.9402 1.2295 -2.7830  0.814
C: 1.2948 2.4006 -1.9039  -1.019
N: 0.2433 2.6734 -0.8893  -0.170
C: 0.7227 2.7094 0.4341  -0.738
O: 1.1169 3.7191 0.9595  -0.578
C: 0.5921 1.4334 1.2901  2.426
N: 1.8392 1.2157 2.0041  -0.152
C: 2.8653 0.5903 1.4165  -0.056
O: 2.8611 0.0963 0.3066  -0.505
C: 4.1484 0.4862 2.2697  0.929
F: 4.0205 1.0921 3.4654  -0.297
F: 4.4478 -0.7952 2.4920  -0.252
F: 5.1721 1.0538 1.6318  -0.257
C: -0.5773 1.5651 2.2724  0.451
C: -0.7386 0.2867 3.0886  -1.549
C: -1.8623 1.8954 1.5162  -1.492
C: 1.3809 1.2639 -4.2197  -0.636
C: -0.0725 1.4142 -3.8704  -0.706
H: -5.1146 -3.3990 -0.5969  0.397
H: -4.5318 -3.3455 1.0666  0.328
H: -4.6592 -1.8570 0.1277  0.291
H: -2.7296 -4.1621 -0.4941  0.377
H: -2.8609 -2.6736 -1.4196  0.296
H: -2.1871 -1.3529 0.5561  -0.376
H: -2.0491 -2.8372 1.5171  0.524
H: 2.1787 -4.2129 -0.1500  0.449
H: 1.8873 -0.4573 -1.9520  0.404
H: 2.2526 2.1960 -1.4156  0.235
H: 1.4342 3.2834 -2.5309  0.469
H: -0.4472 1.9279 -0.9704  0.542
H: 0.4301 0.5634 0.6556  -1.418
H: 1.9947 1.7112 2.8678  0.476
H: -0.3412 2.4021 2.9398  0.398
H: -0.9433 -0.5619 2.4310  0.306
H: 0.1524 0.0503 3.6707  0.352
H: -1.5757 0.3832 3.7810  0.463
H: -2.0816 1.1263 0.7711  0.205
H: -2.7032 1.9467 2.2081  0.475
H: -1.7976 2.8561 1.0023  0.439
H: 1.9265 2.1348 -4.5552  0.252
H: 1.6986 0.3268 -4.6543  0.277
H: -0.7342 0.5849 -4.0704  0.222
H: -0.5245 2.3927 -3.9545  0.233

***

A single C6H11N molecule. Source: OMol25; level of theory: ωB97M-V/def2-TZVPD.

Computed properties:
HOMO level = -11.42 eV
Kohn-Sham gap = 12.3749 eV
LUMO = 0.95 eV
energy relative to the best compared isomer or geometry (same formula, charge and spin) = 1.94 kcal per mole
SMILES = CCC[C@@H](C)C#N

Each line ends with the Mulliken charge.
Atoms and positions in Å:
C: -2.4294 0.0566 -0.9366  -1.317
C: -1.4310 -0.2575 0.1745  -0.351
C: 0.0053 -0.3708 -0.3496  -0.869
C: 1.0873 -0.0606 0.6994  0.611
C: 2.5015 -0.2331 0.1325  -1.493
C: 0.9082 1.3158 1.1953  0.135
N: 0.7538 2.4043 1.5560  -0.473
H: -3.4505 0.1203 -0.5469  0.368
H: -2.1893 1.0194 -1.4023  0.342
H: -2.4122 -0.7087 -1.7210  0.315
H: -1.4868 0.5343 0.9322  0.360
H: -1.7129 -1.1900 0.6802  0.298
H: 0.1901 -1.3817 -0.7358  0.400
H: 0.1505 0.3162 -1.1941  0.323
H: 0.9560 -0.7278 1.5618  0.239
H: 2.6540 -1.2722 -0.1754  0.383
H: 2.6415 0.4098 -0.7425  0.334
H: 3.2638 0.0258 0.8723  0.395

***

2 unconnected molecules or ions with the total composition C14H16O2. Source: OMol25; level of theory: ωB97M-V/def2-TZVPD.

Computed properties:
HOMO level = -8.42 eV
Kohn-Sham gap = 9.0535 eV
LUMO = 0.63 eV
energy relative to the best compared isomer or geometry (same formula, charge and spin) = 9.39 kcal per mole
SMILES = Cc1ccc(O)cc1.Cc1ccc(O)cc1

Each line ends with the Mulliken charge.
Atoms and positions in Å:
C: -2.6548 -1.3434 -3.1265  -1.341
C: -1.2607 -1.6263 -2.6390  0.572
C: -0.5883 -0.6777 -1.8769  -0.732
C: 0.6187 -0.9663 -1.2610  -0.155
C: 1.2310 -2.1937 -1.4441  0.664
O: 2.4308 -2.5272 -0.8964  -0.548
C: 0.6378 -3.0987 -2.3110  -0.496
C: -0.6138 -2.8353 -2.8569  -0.521
H: -2.7874 -0.2854 -3.3574  0.355
H: -3.4277 -1.6163 -2.3979  0.263
H: -2.8785 -1.9037 -4.0369  0.370
H: -1.0128 0.2948 -1.6417  0.335
H: 1.0759 -0.1629 -0.6904  0.203
H: 2.7888 -1.8008 -0.3784  0.276
H: 1.2194 -3.9154 -2.7233  0.358
H: -1.1183 -3.6202 -3.4055  0.353
C: 2.7577 1.4344 1.6024  -1.392
C: 1.3310 1.6300 2.0331  0.861
C: 0.4736 0.5658 2.2463  -0.385
C: -0.8841 0.8019 2.4391  -0.578
C: -1.3585 2.0973 2.5665  0.383
O: -2.7033 2.3528 2.6876  -0.559
C: -0.4736 3.1637 2.5840  -0.523
C: 0.8539 2.9271 2.2574  -0.505
H: 2.7843 1.1882 0.5396  0.241
H: 3.2297 0.6208 2.1545  0.342
H: 3.3821 2.3182 1.7264  0.378
H: 0.8940 -0.4310 2.1849  0.356
H: -1.5432 -0.0096 2.7249  0.431
H: -3.1869 1.7304 2.1280  0.324
H: -0.8055 4.1687 2.7921  0.396
H: 1.5885 3.7199 2.3768  0.274

***

2 unconnected molecules or ions with the total composition C3H6N2O. Source: OMol25; level of theory: ωB97M-V/def2-TZVPD.

Computed properties:
HOMO level = -8.89 eV
Kohn-Sham gap = 9.6099 eV
LUMO = 0.72 eV
energy relative to the best compared isomer or geometry (same formula, charge and spin) = 50.41 kcal per mole
SMILES = c1c[nH]cn1.O

Each line ends with the Mulliken charge.
Atoms and positions in Å:
C: 0.1734 -0.8467 -0.7625  -0.257
C: 0.6120 -1.2498 0.5452  -0.325
N: 1.0648 -0.1390 1.2810  -0.118
C: 1.2838 0.7623 0.2232  -0.281
N: 0.6402 0.4819 -0.9466  -0.464
H: -0.2248 -1.5207 -1.4639  0.418
H: 0.4223 -2.2233 0.8901  0.422
H: 1.2540 -0.3624 2.2678  0.259
H: 1.5571 1.7791 0.4391  0.356
O: -2.8416 0.7911 -0.4086  -0.654
H: -2.0223 1.2373 -0.0315  0.331
H: -2.6038 0.3655 -1.2090  0.314

***

2 unconnected molecules or ions with the total composition C2H3F3S. Source: OMol25; level of theory: ωB97M-V/def2-TZVPD.

Computed properties:
HOMO level = -9.48 eV
Kohn-Sham gap = 9.9869 eV
LUMO = 0.51 eV
energy relative to the best compared isomer or geometry (same formula, charge and spin) = 43.26 kcal per mole
SMILES = FC(F)=CS.F

Each line ends with the Mulliken charge.
Atoms and positions in Å:
F: 0.6103 -1.3831 1.8715  -0.167
C: 0.1145 -0.2035 1.5539  0.450
F: -0.7509 0.2746 2.5235  -0.219
C: 0.1806 0.5625 0.4273  -0.317
S: 1.0848 -0.2062 -0.8875  -0.299
H: -0.2940 1.4394 0.2428  0.422
H: 2.0509 0.7625 -1.1924  0.135
F: -1.8568 -0.3116 -2.2621  -0.391
H: -1.1394 -0.9347 -2.2770  0.387

***

Looking at total energy for the records above, in order, we have -685.80175, -1062.69247, -1520.53084, -289.96858, -693.54156, -302.61277, -775.74043 Ha.
Looking at maximum force for the records above, in order, we have 0.07848, 0.00666, 0.01843, 0.02112, 0.01918, 0.11100, 0.11210 Eh/bohr.